ORCA calculation (the ωB97M-V functional and the def2-TZVPD basis) on a cluster of 6 separate species, C15H27BF9N5O16 in total.

Output
Orbital gap (eV): 8.957
SMILES string: CCOC[C@](O)(OC(=O)B(O)OC)C(F)(F)C(F)(F)C(F)(F)C(F)(F)F.C[N+](=O)[O-].C[N+](=O)[O-].C[N+](=O)[O-].C[N+](=O)[O-].C[N+](=O)[O-]
LUMO (eV): -1.493

Each atom is followed by the atoms it is bonded to, with distances in Å.
Positions of all 73 atoms, in Å:
1 H 3.15 -1.74 2.79  C42 1.092
2 H 1.23 1.87 5.20  C55 1.092
3 H -4.17 -2.34 -0.23  O46 1.006
4 O -1.69 -3.74 -0.69  C23 1.471, C73 1.502
5 H 1.61 0.70 6.51  C55 1.092
6 N 1.56 5.90 -1.42  C36 1.488, O38 1.236, O50 1.237
7 O -1.65 -1.14 -1.86  C15 1.469, C19 1.475
8 H -0.15 -4.51 0.74  C23 1.170
9 C 0.43 0.63 1.14  F13 1.477, F26 1.511, F58 1.511, C72 1.629
10 H -1.32 4.01 0.69  C14 1.092
11 H -4.22 -3.16 -4.36  O68 1.020
12 H -0.50 -2.38 0.42  C73 1.187
13 F 0.56 -0.12 -0.13  C9 1.477
14 C -1.39 4.44 -0.31  H10 1.092, H16 1.092, H30 1.092, N40 1.488
15 C -2.54 -0.90 -3.00  O7 1.469, B48 1.678, O67 1.336
16 H -0.53 5.09 -0.52  C14 1.092
17 N 2.92 -2.29 4.82  O41 1.236, C42 1.488, O43 1.237
18 N 1.53 2.72 7.10  O53 1.237, C55 1.488, O66 1.236
19 C -2.39 -1.35 -0.60  O7 1.475, O46 1.502, C63 1.625, C73 1.631
20 O 1.40 -2.67 -4.69  N62 1.237
21 C -2.23 0.13 1.75  F51 1.512, F57 1.513, C63 1.614, C72 1.616
22 H 1.97 -0.76 3.74  C42 1.092
23 C -0.78 -4.79 -0.21  O4 1.471, H8 1.170, H29 1.193, C65 1.671
24 H -1.02 0.37 -4.97  C32 1.194
25 H 3.18 -1.08 -4.36  C49 1.092
26 F 0.25 2.12 0.94  C9 1.511
27 O -1.74 -1.69 -5.44  C32 1.477, B48 1.495
28 H -0.01 1.47 6.44  C55 1.092
29 H -1.34 -5.82 0.06  C23 1.193
30 H -1.47 3.65 -1.06  C14 1.092
31 F -2.08 1.18 -0.66  C63 1.512
32 C -0.64 -0.76 -5.11  H24 1.194, O27 1.477, H52 1.194, H60 1.184
33 H -0.11 -4.95 -2.43  C65 1.172
34 H 1.37 -4.70 -1.22  C65 1.179
35 F -0.56 0.97 3.40  C72 1.515
36 C 2.87 6.37 -1.95  N6 1.488, H37 1.092, H54 1.092, H59 1.092
37 H 3.37 5.53 -2.44  C36 1.092
38 O 0.87 6.74 -0.83  N6 1.236
39 F -0.21 -1.27 2.71  C72 1.512
40 N -2.61 5.27 -0.40  C14 1.488, O47 1.236, O71 1.237
41 O 2.70 -1.89 5.97  N17 1.236
42 C 2.95 -1.25 3.75  H1 1.092, N17 1.488, H22 1.092, H61 1.092
43 O 3.11 -3.46 4.48  N17 1.237
44 H 0.52 -6.38 -1.35  C65 1.171
45 H 3.44 -1.69 -2.69  C49 1.092
46 O -3.73 -1.90 -1.01  H3 1.006, C19 1.502
47 O -2.84 5.83 -1.48  N40 1.236
48 B -2.52 -2.05 -4.22  C15 1.678, O27 1.495, O68 1.487
49 C 3.41 -1.96 -3.75  H25 1.092, H45 1.092, N62 1.488, H64 1.092
50 O 1.26 4.72 -1.61  N6 1.237
51 F -2.96 -0.90 2.59  C21 1.512
52 H 0.14 -0.70 -6.01  C32 1.194
53 O 2.42 2.48 7.91  N18 1.237
54 H 2.67 7.17 -2.66  C36 1.092
55 C 1.05 1.60 6.25  H2 1.092, H5 1.092, N18 1.488, H28 1.092
56 F -4.12 0.30 0.14  C63 1.516
57 F -2.77 1.44 2.27  C21 1.513
58 F 1.77 0.50 1.82  C9 1.511
59 H 3.46 6.73 -1.10  C36 1.092
60 H -0.01 -1.09 -4.17  C32 1.184
61 H 3.74 -0.54 4.00  C42 1.092
62 N 2.33 -2.96 -3.93  O20 1.237, C49 1.488, O69 1.236
63 C -2.62 0.06 0.19  C19 1.625, C21 1.614, F31 1.512, F56 1.516
64 H 4.35 -2.42 -4.07  C49 1.092
65 C 0.33 -5.22 -1.38  C23 1.671, H33 1.172, H34 1.179, H44 1.171
66 O 0.99 3.82 6.92  N18 1.236
67 O -3.32 0.16 -3.20  C15 1.336
68 O -3.25 -3.35 -4.14  H11 1.020, B48 1.487
69 O 2.44 -4.02 -3.29  N62 1.236
70 H -2.23 -2.91 1.19  C73 1.191
71 O -3.32 5.35 0.62  N40 1.237
72 C -0.68 0.07 2.19  C9 1.629, C21 1.616, F35 1.515, F39 1.512
73 C -1.65 -2.55 0.21  O4 1.502, H12 1.187, C19 1.631, H70 1.191